Arrangement i

# C6H39NO13

A 14-piece molecular cluster, C6H39NO13 overall (the ωB97M-V functional and the def2-TZVPD basis, the Open Molecules 2025 dataset).

Values from the calculation:
LUMO level: 0.074 eV
Charge: 0
Gap between HOMO and LUMO: 8.99 eV
E_HOMO: -8.9 eV

CARTESIAN COORDINATES (ANGSTROEM)
C  1.5089  -0.1755  -1.0257
C  1.9110  -1.2334  0.1031
C  0.9227  -1.1823  1.2910
C  -2.3592  -3.1211  0.9660
C  -1.1840  -2.5008  1.4636
C  -0.5237  -1.4397  0.9316
N  1.2998  1.1374  -0.4590
H  2.3452  -0.1643  -1.7635
H  0.6083  -0.4905  -1.5884
H  1.8937  -2.1845  -0.3308
H  2.9645  -0.9749  0.2675
H  1.2522  -2.0498  1.9492
H  0.9095  -0.2211  2.0226
H  -2.7620  -3.8552  1.6943
H  -3.2206  -2.4048  1.1130
H  -2.4122  -3.4528  -0.0220
H  -0.6107  -3.1765  2.1969
H  -0.9316  -0.7692  0.2411
H  2.0760  1.5338  0.0396
H  0.6412  0.9931  0.3812
H  -0.3502  2.7269  2.2677
H  0.2985  3.7617  1.3725
O  0.4562  2.8628  1.7073
H  -2.9711  -0.3587  -1.3152
H  -4.2002  -1.0069  -2.0566
O  -3.3422  -1.1584  -1.5870
H  3.4793  -0.7936  3.5510
H  2.3548  -1.6522  3.6457
O  3.0612  -1.5313  3.0708
H  0.6432  1.3835  -3.1356
H  -0.4492  2.1632  -3.9868
O  -0.2719  1.9359  -3.0735
H  1.1351  -4.4432  -1.3099
H  1.5937  -3.1742  -2.1915
O  1.7663  -4.0621  -1.9415
H  1.6224  4.5248  -1.5958
H  1.0783  3.2187  -1.1521
O  1.2573  4.0727  -0.7906
H  0.3615  -0.3059  3.7495
H  0.1403  -1.5997  4.6913
O  0.8252  -0.9605  4.3494
H  -0.8294  -0.5415  -3.4558
H  0.3690  -1.6563  -3.5105
O  0.0320  -0.7080  -3.9387
H  -1.0513  -2.2672  -1.3002
H  -1.4923  -2.1899  -2.9351
O  -0.8567  -1.9563  -2.1559
H  -1.5540  1.6838  -1.7697
H  -1.2252  1.1481  -0.3391
O  -1.8114  1.0812  -1.1174
H  -3.5197  2.6050  2.2487
H  -3.0902  1.3743  1.7324
O  -2.8275  2.0426  2.2825
H  2.5745  2.3042  2.3160
H  2.8514  2.8157  0.8913
O  3.0660  2.0412  1.5208
H  -0.9765  3.8442  -2.0829
H  -1.0028  4.2083  -0.6627
O  -1.4734  4.2993  -1.4639

***

Arrangement ii

# C6H39NO13

A 14-piece molecular cluster, C6H39NO13 overall (the ωB97M-V functional and the def2-TZVPD basis, the Open Molecules 2025 dataset).

Values from the calculation:
LUMO level: -0.085 eV
Charge: 0
Gap between HOMO and LUMO: 8.51 eV
E_HOMO: -8.6 eV

CARTESIAN COORDINATES (ANGSTROEM)
C  1.2670  -1.7325  -1.0968
C  0.5835  -0.7543  -0.0434
C  -0.8811  -0.5002  -0.3390
C  -1.1674  0.0145  -1.5371
N  -0.2984  0.5671  -2.5251
C  -1.8804  -1.0754  0.6504
C  -3.3014  -1.1638  0.0444
H  0.5207  -1.9354  -1.8574
H  2.2594  -1.3543  -1.3222
H  1.4909  -2.6806  -0.6016
H  0.7311  -1.4300  0.8007
H  1.1887  0.1162  0.1992
H  -2.2036  0.2756  -1.7305
H  0.6617  0.5489  -2.1721
H  -0.2838  -0.0829  -3.3044
H  -1.6436  -1.9707  1.2224
H  -1.9753  -0.3305  1.4481
H  -3.5311  -0.2322  -0.4794
H  -3.9715  -1.1292  0.8915
H  -3.3809  -1.9637  -0.6826
H  2.8344  -2.4288  1.6881
H  2.2413  -1.3188  2.5241
O  2.1591  -2.2807  2.3929
H  -0.7234  -2.9439  -4.0255
H  -1.5295  -3.0284  -2.6883
O  -1.3268  -2.4313  -3.4456
H  0.2869  2.7698  2.7404
H  -0.7508  3.0448  3.7699
O  -0.1372  2.3614  3.5190
H  -0.8220  1.4663  0.8297
H  -1.9273  1.4989  1.6915
O  -1.3869  2.1733  1.2354
H  0.8236  -4.0115  2.5891
H  -0.2543  -3.1053  2.9329
O  -0.1303  -3.9738  2.5486
H  1.4167  2.8102  -1.4011
H  0.8464  3.7285  -2.4634
O  1.6061  3.1588  -2.2808
H  -1.9410  4.0769  -0.3650
H  -1.5072  3.9493  -1.7909
O  -1.2300  4.3489  -0.9416
H  3.5121  2.0822  -0.5048
H  3.7198  1.0176  -1.5073
O  3.1709  1.2092  -0.7504
H  -1.2508  2.1243  -2.9061
H  -2.5777  2.5434  -3.3261
O  -1.7074  2.9314  -3.2533
H  1.7469  4.4637  1.4797
H  0.5976  3.7737  0.8461
O  1.2671  3.6483  1.5378
H  -0.7452  -4.8016  -0.7276
H  -0.4945  -3.2274  -0.4490
O  -0.7527  -3.9104  -1.1042
H  4.8437  -1.3972  0.1309
H  4.7045  -1.2863  1.5900
O  4.5761  -1.9143  0.8928
H  -1.1230  -0.8277  4.1525
H  -0.7944  0.6319  3.7044
O  -1.4256  -0.1116  3.5700

***

arrangement ii wins, 0.1181 hartree ahead of the next structure.